{
  "formula": "C2H4N2O2",
  "method": "ωB97M-V/def2-TZVPD",
  "charge": 0,
  "homo_energy_ev": -9.030,
  "lumo_ev": 0.862,
  "gap_ha": 0.3635,
  "relative_energy_kcal_mol": 61.5,
  "smiles": "N/N=C\\OC=O",
  "symbols": ["N", "N", "C", "O", "C", "O", "H", "H", "H", "H"],
  "xyz": [[-1.595, 0.440, -1.701], [-0.326, 0.871, -1.511], [0.345, 0.416, -0.534], [-0.131, -0.554, 0.339], [0.510, -0.844, 1.510], [1.540, -0.339, 1.920], [-2.006, 1.036, -2.418], [-2.119, 0.287, -0.811], [1.287, 0.785, -0.280], [-0.124, -1.569, 2.065]],
  "forces_ev_per_angstrom": [[-0.74, -0.29, 0.33], [1.09, -0.21, 1.14], [-0.91, -0.04, -0.48], [-0.52, -0.18, 0.30], [1.07, 1.12, 0.61], [-1.92, -0.99, -1.02], [-0.32, -0.35, 0.75], [0.31, 0.25, -1.34], [1.43, 0.47, 0.02], [0.51, 0.21, -0.32]],
  "mulliken_charge": [-0.41, -0.27, -0.01, -0.30, 0.22, -0.48, 0.25, 0.23, 0.44, 0.34]
}

***

{
  "formula": "C3H9NO",
  "method": "ωB97M-V/def2-TZVPD",
  "charge": -1,
  "homo_energy_ev": [1.702, -4.010],
  "lumo_ev": [3.680, 3.740],
  "gap_ha": [0.0727, 0.2848],
  "spin_multiplicity": 2,
  "relative_energy_kcal_mol": 46.7,
  "symbols": ["C", "C", "H", "H", "H", "H", "N", "C", "O", "H", "H", "H", "H", "H"],
  "xyz": [[2.288, -1.114, -1.012], [2.542, -0.912, 0.269], [2.984, -1.816, -1.508], [1.609, -0.810, -1.793], [3.078, -1.642, 0.860], [2.149, -0.041, 0.779], [-1.055, 0.443, 0.906], [-2.180, 0.591, 0.042], [-2.241, 1.760, -0.744], [-0.936, 0.994, 1.725], [-0.253, -0.114, 0.701], [-3.077, 0.500, 0.656], [-2.153, -0.261, -0.632], [-2.753, 2.422, -0.250]],
  "forces_ev_per_angstrom": [[1.12, -1.96, -4.01], [-0.58, 1.29, 2.76], [-0.37, -0.25, 0.20], [-0.62, 1.01, 0.54], [0.44, 0.03, 0.21], [-0.03, -0.05, 0.34], [-0.38, -0.03, 0.00], [0.76, -0.96, 0.84], [-0.39, 0.85, -0.03], [-0.21, 0.37, 0.28], [0.34, -0.21, -0.56], [-0.36, 0.16, -0.10], [-0.08, 0.04, -0.17], [0.37, -0.29, -0.30]],
  "mulliken_charge": [-0.91, -1.14, 0.16, 0.32, 0.53, 0.30, -0.50, -0.66, -0.37, 0.16, 0.26, 0.30, 0.25, 0.29]
}

***

{
  "formula": "C14H28N2O4P2",
  "method": "ωB97M-V/def2-TZVPD",
  "charge": 0,
  "homo_energy_ev": -9.611,
  "lumo_ev": -1.182,
  "gap_ha": 0.3098,
  "smiles": "COCCCCCCCCCCC[PH](N=C=O)(OC#N)[PH2]=O",
  "symbols": ["C", "O", "C", "C", "C", "C", "C", "C", "C", "C", "C", "C", "C", "P", "N", "C", "O", "O", "C", "N", "P", "O", "H", "H", "H", "H", "H", "H", "H", "H", "H", "H", "H", "H", "H", "H", "H", "H", "H", "H", "H", "H", "H", "H", "H", "H", "H", "H", "H", "H"],
  "xyz": [[-1.482, -1.498, -4.162], [-1.546, -1.426, -2.693], [-2.280, -2.568, -2.114], [-1.336, -3.694, -1.386], [0.068, -3.122, -0.763], [0.038, -3.460, 0.875], [0.961, -2.435, 1.761], [0.253, -1.006, 2.138], [-1.074, -0.628, 1.254], [-1.816, 0.648, 2.041], [-1.218, 2.113, 1.576], [0.088, 2.609, 2.442], [1.094, 3.632, 1.631], [2.020, 2.821, 0.157], [1.586, 1.159, -0.320], [1.569, 1.024, -1.714], [1.023, 0.854, -2.950], [3.147, 2.126, 1.341], [4.504, 2.076, 0.710], [5.500, 1.784, -0.098], [0.745, 3.757, -1.345], [1.549, 4.131, -2.692], [-1.223, -0.397, -4.540], [-2.549, -1.771, -4.579], [-0.660, -2.234, -4.552], [-2.960, -3.132, -2.893], [-3.008, -2.133, -1.291], [-2.008, -4.250, -0.576], [-1.060, -4.506, -2.192], [0.950, -3.670, -1.321], [0.216, -1.964, -0.842], [-1.054, -3.612, 1.285], [0.559, -4.531, 0.960], [1.232, -2.959, 2.796], [1.978, -2.237, 1.214], [1.059, -0.162, 1.908], [-0.026, -0.886, 3.281], [-1.893, -1.471, 1.204], [-0.840, -0.252, 0.159], [-2.960, 0.638, 1.708], [-1.762, 0.547, 3.214], [-2.086, 2.899, 1.807], [-1.027, 2.131, 0.415], [0.704, 1.730, 2.933], [-0.349, 3.236, 3.359], [0.463, 4.589, 1.323], [1.898, 4.001, 2.430], [3.169, 3.518, -0.396], [0.279, 5.011, -0.811], [-0.437, 2.972, -1.691]],
  "forces_ev_per_angstrom": [[-0.22, 1.01, -0.49], [-0.97, -1.91, -1.12], [-0.65, -0.46, 1.04], [0.07, -0.13, -0.96], [-0.75, -0.20, 1.22], [1.53, -1.12, -0.42], [-0.20, -0.38, 0.89], [0.32, 0.73, -0.88], [-0.64, 1.23, 1.10], [-0.37, 0.18, -1.14], [-0.67, 0.27, 0.71], [-0.29, 0.30, 0.63], [-0.54, 0.57, 1.96], [0.16, 0.34, 1.62], [0.71, 0.09, -8.19], [-5.90, -0.62, -2.16], [5.36, 1.13, 10.32], [5.65, -0.05, -2.13], [3.34, -3.24, -4.95], [-8.75, 2.91, 7.41], [1.03, 2.52, -5.90], [-2.02, -1.54, 4.14], [-0.47, -2.48, 0.88], [2.15, 0.39, 0.67], [-1.57, 1.23, 0.80], [1.36, 1.30, 1.28], [1.52, -0.65, -1.66], [1.53, 1.27, -1.65], [-0.56, 1.54, 1.54], [-1.64, 1.22, 1.42], [-0.52, -2.25, -0.30], [2.19, 0.64, -0.84], [-1.19, 2.20, 0.02], [-0.52, 1.01, -2.28], [-1.99, -0.43, 0.90], [-1.74, -1.75, 0.58], [0.56, -0.60, -2.34], [1.90, 1.42, 0.09], [-0.35, -0.97, 2.22], [2.41, 0.05, 0.85], [-0.09, 0.13, -2.37], [1.94, -1.56, -0.70], [-0.31, -0.18, 2.25], [-1.27, 1.70, -1.28], [1.09, -1.31, -1.96], [1.41, -2.16, 0.33], [-1.58, -0.85, -1.95], [-0.93, -0.22, -0.04], [-0.14, -0.81, 0.13], [0.62, 0.49, 0.71]],
  "mulliken_charge": [-0.67, -0.19, -0.51, -0.67, 0.17, -0.83, -0.79, 0.04, 0.29, -0.94, -0.08, -0.53, -0.72, 0.34, -0.07, 0.49, -0.40, -0.39, 0.33, -0.42, 0.29, -0.65, 0.17, 0.30, 0.25, 0.40, 0.20, 0.32, 0.32, 0.40, -0.35, 0.35, 0.35, 0.29, 0.28, -0.41, 0.41, 0.26, -0.18, 0.31, 0.31, 0.35, -0.13, 0.21, 0.40, 0.37, 0.32, 0.21, 0.07, 0.09]
}